Density functional theory data (wB97M-V/def2-TZVPD) for a cluster of 2 separate species, C2H7NO in total.

Element x y z (Å)
C 0.244 -1.367 0.967
C -0.909 -0.806 0.639
N -1.125 0.164 -0.352
H 1.179 -1.188 0.447
H 0.344 -2.017 1.822
H -1.805 -1.009 1.202
H -0.692 0.015 -1.253
H -2.104 0.375 -0.463
O 1.525 1.628 -0.921
H 1.524 0.907 -0.284
H 0.654 2.026 -0.787

Cartesian forces (eV/Å) of the 3 atoms listed first:
C 0.562 -0.152 0.068
C -0.060 0.436 -0.136
N -0.299 -0.116 -0.104

## Properties
gap between HOMO and LUMO: 0.3586 Ha
E_HOMO: -0.3242 Eh
SMILES: C=CN.O
net charge: 0

Charges in e, computed with Mulliken, in the same order as the atoms: C -0.813; C 0.161; N -0.479; H 0.200; H 0.227; H 0.236; H 0.271; H 0.219; O -0.671; H 0.313; H 0.336

---

Density functional theory data (wB97M-V/def2-TZVPD) for the molecule C2H7NO at a distorted geometry.

Element x y z (Å)
C -0.333 0.686 -1.049
N -0.680 0.245 0.256
C 0.061 -0.782 0.886
O 1.496 -0.555 0.957
H 0.044 -0.173 -1.617
H -1.209 1.014 -1.612
H 0.412 1.487 -1.155
H -1.312 0.743 0.860
H -0.064 -1.738 0.339
H -0.184 -0.912 1.938
H 1.769 -0.013 0.196

Cartesian forces (eV/Å) of the 3 atoms listed first:
C -0.237 -0.143 -1.010
N -0.357 -0.218 1.248
C 1.220 -0.492 -0.482

## Properties
gap between HOMO and LUMO: 0.3621 Ha
E_HOMO: -0.3252 Eh
SMILES: CNCO
net charge: 0

Charges in e, computed with Mulliken, in the same order as the atoms: C -0.883; N -0.209; C -0.328; O -0.551; H 0.323; H 0.317; H 0.270; H 0.214; H 0.250; H 0.286; H 0.311

---

Density functional theory data (wB97M-V/def2-TZVPD) for a cluster of 2 separate species, C2H7NO in total at a distorted geometry.

Element x y z (Å)
O 0.184 -2.158 -1.859
H -0.035 -2.915 -2.354
C 0.367 0.476 0.858
C 0.818 1.746 0.541
N -0.770 -0.281 0.110
H 0.287 0.050 1.928
H 1.967 1.846 0.241
H 0.360 2.625 0.888
H -0.988 0.136 -0.875
H -0.492 -1.224 -0.144
H -1.697 -0.301 0.668

Cartesian forces (eV/Å) of the 3 atoms listed first:
O 0.000 2.401 2.067
H -0.537 -1.412 -0.781
C -1.575 -0.998 0.885

## Properties
gap between HOMO and LUMO: 0.1627 Ha
E_HOMO: -0.2560 Eh
net charge: 0

Charges in e, computed with Mulliken, in the same order as the atoms: O -0.999; H 0.180; C -0.068; C -0.641; N -0.459; H 0.313; H 0.232; H 0.326; H 0.406; H 0.333; H 0.378

---

Density functional theory data (wB97M-V/def2-TZVPD) for a cluster of 2 separate species, C2H7NO in total at a distorted geometry.

Element x y z (Å)
C 1.284 -0.320 0.380
C 0.476 0.620 0.932
N 0.981 1.866 1.390
H 0.992 -0.692 -0.604
H 2.196 -0.792 0.764
H -0.592 0.563 0.690
H 0.948 2.706 0.807
H 0.225 2.086 2.054
H -1.828 -1.199 -1.636
H -1.532 -2.555 -2.070
O -2.216 -1.876 -2.193

Cartesian forces (eV/Å) of the 3 atoms listed first:
C 0.789 -1.355 -0.919
C 1.315 2.976 -1.513
N -2.662 -2.010 1.684

## Properties
spin multiplicity: 2
gap between HOMO and LUMO (alpha / beta): 0.2995 / 0.2130 Ha
E_HOMO (alpha / beta): -0.5404 / -0.5404 Eh
net charge: +1

Charges in e, computed with Mulliken, in the same order as the atoms: C -0.349; C 0.182; N -0.467; H 0.285; H 0.319; H 0.334; H 0.351; H 0.339; H 0.271; H 0.326; O -0.590